1.
192
Properties=species:S:1:pos:R:3:forces:R:3 method="wB97M-V/def2-TZVPD" smiles=COCCOC.COCCOC.COCCOC.COCCOC.COCCOC.COCCOC.COCCOC.COCCOC.COCCOC.COCCOC.COCCOC.COCCOC multiplicity=1 total_energy_ev=-100839.6040 homo_ha=-0.3343 relative_energy_ev=7.343
C 8.625493 -3.816010 0.546017 -0.8070 -0.3471 -1.1677
O 7.281422 -3.667463 0.985493 1.4719 0.9621 -0.9326
C 6.933072 -4.391690 2.105657 -0.4397 0.1513 -0.1326
C 5.837543 -3.595503 2.805071 -0.5367 -0.3539 -0.4720
O 4.821067 -3.043037 1.944471 1.2461 1.2431 0.9461
C 4.074235 -3.842274 1.054961 0.8784 0.1766 1.2449
H 8.653414 -3.365182 -0.446001 0.1392 0.4836 0.1745
H 8.840131 -4.856378 0.301766 0.1929 -0.3774 0.5149
H 9.393108 -3.382355 1.186947 -0.1892 0.0094 0.2701
H 7.776044 -4.600944 2.764220 0.1308 0.3324 0.3671
H 6.606013 -5.376025 1.770679 -0.4639 -0.3198 0.1454
H 6.206086 -2.715609 3.332399 0.2951 -0.0926 -0.2092
H 5.497473 -4.293715 3.569907 -0.9004 -0.0141 0.2330
H 4.800385 -4.353464 0.422907 -0.5354 -0.7324 -0.1358
H 3.464040 -3.180165 0.440681 0.0070 -0.0190 0.1637
H 3.473230 -4.393689 1.778036 -0.4938 -1.0869 -1.0102
C -1.226114 -0.063721 -3.019069 -0.2327 -1.2077 1.1942
O -0.199903 0.279450 -2.105729 0.1595 0.8628 -0.6022
C -0.294530 1.623106 -1.657565 1.9992 -0.0522 0.6591
C 1.113452 2.005326 -1.098889 -1.1171 0.8490 -0.3979
O 1.221439 1.920363 0.286818 -0.5159 -1.4742 1.4209
C 2.523717 2.092491 0.810183 0.1444 -0.0429 -0.8699
H -0.930364 -0.931472 -3.608679 0.5102 0.3635 -0.3441
H -1.579368 0.764304 -3.633625 0.0123 -0.0358 0.0408
H -1.982681 -0.509644 -2.373422 -0.9668 0.4414 -0.3277
H -1.072021 1.799095 -0.914166 -0.1455 -0.2002 0.1164
H -0.415465 2.340361 -2.469374 -0.4224 -0.2639 -0.4490
H 1.226919 3.064149 -1.331518 0.3568 0.3076 -0.4026
H 1.832312 1.426450 -1.678759 0.2935 -0.1755 0.2555
H 2.784992 3.118300 0.550310 0.7793 0.0388 0.2347
H 3.211657 1.349938 0.405892 0.2275 0.1777 -0.7124
H 2.662880 1.889077 1.871959 -1.0809 0.3990 0.1881
C -3.574680 7.882891 -5.019821 0.8542 -0.2951 -0.2545
O -3.334013 6.884181 -6.024074 -1.2009 1.0549 -1.3090
C -3.856496 7.333823 -7.337700 -0.5020 -1.6820 0.4022
C -3.614191 6.179727 -8.383874 0.5910 0.3640 1.6443
O -4.365795 6.180109 -9.565120 1.1104 0.2994 -1.0236
C -5.746006 6.150174 -9.539832 -1.5795 1.1047 0.4766
H -3.097907 7.545006 -4.099697 0.0689 -0.1268 -0.1171
H -4.613115 8.099642 -4.769284 -0.3025 -0.2662 -0.4449
H -3.084993 8.806073 -5.329714 -0.0387 0.2473 0.0719
H -3.456991 8.307367 -7.621789 0.3770 -0.0947 -0.0335
H -4.942231 7.427718 -7.316336 -0.2171 0.2699 0.5515
H -3.733313 5.223522 -7.874385 -0.3666 -0.0482 0.3917
H -2.543796 6.215371 -8.586539 -0.1196 -0.0174 -0.8349
H -6.206527 5.463084 -8.829959 0.2569 -0.3379 0.1010
H -6.234487 6.039854 -10.507984 0.9077 -0.9386 -0.4443
H -6.177727 7.132379 -9.347499 0.1600 0.4631 0.8258
C -10.959124 -0.831620 0.888080 -0.1029 -1.1742 -1.3293
O -10.946928 -0.983587 2.263082 -0.2564 0.0044 -0.1044
C -9.730574 -0.618030 2.836576 0.5991 -0.0989 1.6228
C -8.468135 -1.396619 2.397511 0.0383 0.0194 0.7806
O -7.335079 -1.099648 3.288088 -2.2275 -0.2876 -0.6724
C -6.098386 -1.344277 2.673918 0.1843 0.6508 0.8202
H -10.369762 -1.633254 0.442958 0.5629 0.0483 -0.2792
H -10.590733 0.123248 0.513086 -0.1099 0.2540 0.1620
H -11.941031 -1.078394 0.484268 -0.3000 0.5779 0.3333
H -9.922122 -0.891345 3.874224 0.5050 0.2128 0.2688
H -9.595213 0.463430 2.821784 0.2177 0.2033 -0.3386
H -8.230905 -1.250304 1.343744 0.3332 0.3561 0.0055
H -8.740482 -2.446280 2.507644 0.1946 -0.3161 -0.0135
H -6.050671 -2.338919 2.230629 0.0542 0.1859 -0.5338
H -5.345946 -1.304919 3.461572 -0.0117 -0.1364 0.1324
H -5.896683 -0.466864 2.059453 0.3212 -0.4948 -0.8720
C -8.505976 1.898133 -3.603493 -0.7502 -0.7109 0.0506
O -9.528778 0.947376 -3.969198 1.0641 0.9039 0.6963
C -10.023303 1.129147 -5.276732 0.4327 0.5202 0.3384
C -11.204882 0.240395 -5.359721 -1.2855 -0.7198 -0.1560
O -12.334565 0.799648 -4.666113 -0.9027 -1.3099 -1.0535
C -13.539893 -0.071189 -4.813347 1.3101 1.1309 1.2836
H -8.176152 1.635671 -2.598292 -0.3182 0.1766 0.0725
H -8.927510 2.902163 -3.652004 0.1209 0.1501 0.1746
H -7.600847 1.855766 -4.209339 -0.0918 -0.1679 -0.5345
H -9.196290 0.893249 -5.946460 -0.2535 -0.3091 -0.6016
H -10.329692 2.154228 -5.485154 0.0212 0.3667 0.2066
H -10.882885 -0.691261 -4.894494 -0.2591 -0.3473 0.1476
H -11.560544 0.004901 -6.362786 0.4671 0.1254 -0.3939
H -14.210851 0.416793 -4.106382 -0.1672 -0.4766 0.0045
H -13.286474 -1.090760 -4.522899 0.0089 0.0081 0.3369
H -14.063843 -0.161955 -5.764838 0.6093 0.6470 -0.5561
C -8.509045 -5.682536 -5.439895 0.6000 1.0453 -0.8280
O -9.773267 -5.885044 -4.859843 -0.2766 -0.2757 1.0344
C -9.690510 -6.274843 -3.468883 1.2532 -1.3676 -0.2720
C -10.960634 -6.749460 -2.781290 -0.5949 1.7143 -0.9292
O -11.637719 -7.885437 -3.224522 0.8426 -1.5163 -0.5047
C -10.790174 -9.011062 -3.627869 -1.3233 0.9023 0.0161
H -8.600650 -5.217663 -6.421531 -0.7745 -0.2364 -0.1998
H -7.858451 -6.536718 -5.627552 -0.3544 -0.6367 0.5206
H -7.891249 -4.918993 -4.967205 -0.0522 -0.0410 0.8996
H -9.244921 -5.512330 -2.830046 -0.1676 0.5623 -0.1704
H -8.970543 -7.091190 -3.411172 0.3398 -0.2414 -0.1075
H -11.625976 -5.908605 -2.977187 -0.6102 -0.0347 0.1991
H -10.832571 -6.761221 -1.698903 0.5196 -0.1811 0.1463
H -11.462671 -9.852961 -3.792363 -0.1073 0.1400 0.0664
H -10.080288 -9.318195 -2.859864 0.2320 0.2968 -0.0309
H -10.352204 -8.756457 -4.592988 0.4771 -0.1204 0.1631
C 8.800435 8.108814 5.160187 -0.2882 -1.1415 -0.0261
O 10.205679 8.007985 5.289391 0.3687 0.2588 0.6059
C 10.664571 7.147699 6.351756 0.0434 0.0109 -0.5300
C 12.216923 6.982916 6.267834 -1.1738 1.9672 1.0126
O 12.853799 8.256018 6.527955 0.2335 0.7393 -0.1292
C 12.724517 8.844978 7.836821 -0.8725 -1.8776 0.2278
H 8.425746 7.111072 4.931692 -0.2621 -0.2347 -0.2811
H 8.485121 8.771352 4.354139 0.6466 0.0599 -0.0642
H 8.214436 8.399276 6.032154 0.5286 0.3559 0.5828
H 10.161264 6.182566 6.294374 0.0901 -0.4179 -0.3742
H 10.329489 7.523954 7.318319 0.2301 0.3969 0.1689
H 12.470232 6.671439 5.254460 0.2406 0.2042 0.1394
H 12.616349 6.296169 7.014119 -0.3669 -0.4879 -0.0297
H 13.010976 8.115931 8.594797 0.8869 -0.1800 0.1281
H 11.695614 8.966400 8.175527 -0.4573 0.5945 -0.6709
H 13.259611 9.780047 8.002447 0.1551 -0.2510 -0.7628
C 0.235832 -0.275789 6.324559 0.4057 -1.2462 -0.4581
O 0.188987 -1.486405 7.138031 0.0886 2.3877 -0.2329
C 1.425632 -2.182419 7.076638 -0.9899 -0.6783 0.5776
C 1.321918 -3.154955 8.281028 1.1231 0.1519 -0.8527
O 0.532300 -4.249942 7.982164 -1.1412 -1.3870 -0.8135
C 1.053134 -5.375739 7.255109 0.1469 0.2431 1.2105
H 1.154054 0.279748 6.515264 0.1335 -0.0341 0.0375
H -0.585067 0.439106 6.380606 -0.3697 -0.6088 0.8419
H 0.224050 -0.630113 5.293824 0.2756 0.2457 -0.3431
H 2.340010 -1.589382 7.058445 -0.1234 0.6706 0.6180
H 1.459802 -2.674318 6.104550 0.0421 -0.7008 -0.0372
H 0.841663 -2.669223 9.130457 -0.0589 0.2970 -0.2589
H 2.305085 -3.462921 8.636892 0.4183 -0.1167 -0.1076
H 1.593148 -5.996592 7.969959 0.3351 -0.1267 0.0452
H 1.729909 -5.168908 6.426069 -0.1326 0.4709 -0.1186
H 0.224305 -5.998511 6.918515 -0.1487 0.4318 -0.1202
C 17.610815 1.876934 3.298549 -2.0829 0.0316 0.5984
O 16.121376 2.004984 3.052537 2.2326 -0.6349 -0.3299
C 15.800798 1.370218 1.800479 0.2264 1.8023 0.4700
C 14.500497 1.835001 1.187986 0.5016 -1.0877 0.3584
O 13.389072 1.314474 1.866160 -1.5902 0.7276 -0.5565
C 12.160736 1.857191 1.278909 0.8288 -0.0469 1.4611
H 18.287945 2.479795 2.693452 -0.5966 0.3077 -0.5564
H 17.924285 0.838543 3.190964 -0.1648 -0.1059 0.1246
H 17.729142 2.216694 4.327464 0.0205 -0.2303 -0.0345
H 15.837641 0.281960 1.849848 0.1873 -0.0560 0.0668
H 16.507582 1.819761 1.103009 0.4923 -0.7159 -0.4377
H 14.583482 1.365367 0.207858 -0.3602 0.1738 -0.6133
H 14.492275 2.918216 1.066827 -0.1794 0.1723 0.1921
H 11.971212 1.478158 0.274665 0.1437 0.1290 -0.0549
H 12.216222 2.943199 1.353924 0.1735 0.1963 -0.6672
H 11.317695 1.648618 1.937605 0.1619 -0.6625 -0.0191
C -1.749369 -9.837655 -2.903422 0.4667 1.1297 0.6522
O -1.812486 -8.385803 -2.952230 -1.2411 -0.5517 -0.6899
C -1.494241 -7.584896 -1.809792 0.5860 0.2212 -0.5518
C -2.399110 -7.559759 -0.526790 0.0105 -1.1964 -0.5482
O -3.805711 -7.384762 -0.769979 0.5549 -0.4296 -0.0728
C -4.587467 -7.888034 0.296612 0.4094 -0.5655 0.6153
H -0.727405 -10.181200 -2.743208 0.2413 0.1395 0.8949
H -1.914357 -10.323621 -3.865051 -0.7975 0.8377 -0.2691
H -2.461540 -10.195939 -2.160093 0.1889 -0.3227 -0.0062
H -1.323568 -6.575401 -2.183809 -0.7348 0.0951 -0.3611
H -0.453823 -7.875919 -1.665072 0.1234 -0.1476 1.5387
H -2.118456 -6.848304 0.249854 0.5720 0.5293 -0.4323
H -2.167614 -8.514269 -0.054111 -0.6331 -0.5173 0.1950
H -4.223088 -7.597344 1.281918 -0.0163 1.0016 0.1155
H -4.503227 -8.964174 0.447996 -0.0108 -0.5374 -0.8123
H -5.647446 -7.656541 0.191918 0.2733 0.3200 -0.2684
C 10.666722 -2.762369 -6.532156 0.2976 -0.5827 -0.2269
O 10.266201 -2.106169 -7.740952 -0.0434 -0.2803 0.7684
C 8.849923 -2.129595 -8.049879 1.0748 1.0787 1.6162
C 8.064907 -1.253230 -7.008377 0.9020 -0.4545 -1.5812
O 7.757895 -2.035024 -5.900442 0.0784 0.5388 0.5458
C 7.081143 -1.328242 -4.870276 -0.7633 -2.3464 0.6801
H 11.751942 -2.843081 -6.469941 0.1450 0.4277 -0.6039
H 10.354096 -3.806460 -6.516367 -0.4858 -0.1148 -0.0771
H 10.389277 -2.321585 -5.574652 -0.5906 0.4557 -0.2676
H 8.499114 -3.161436 -8.031330 -0.2580 -0.0135 -0.1696
H 8.850240 -1.673036 -9.039650 -0.4817 -0.1889 0.0271
H 7.185212 -0.822191 -7.486338 -0.4464 -0.0808 0.0006
H 8.710198 -0.416170 -6.741913 0.2103 0.1547 0.0765
H 6.086353 -1.033499 -5.204384 0.1788 0.7993 -0.1063
H 7.614315 -0.652445 -4.201587 0.4167 0.7009 -0.9129
H 6.866223 -2.143918 -4.179929 -0.2365 -0.0953 0.2386
C -5.398084 5.226036 4.344677 -0.5520 -0.6765 -0.5290
O -6.417605 6.145581 3.940296 0.4160 -0.0577 0.3450
C -6.841313 7.092587 4.889300 0.0778 -0.2651 0.7234
C -7.494282 6.513101 6.154245 0.5081 -0.4112 -1.5204
O -6.638489 5.685838 6.930434 -1.7852 0.0826 -0.5438
C -5.871489 6.376940 7.873378 0.4642 -0.4010 -0.6971
H -4.817173 4.998446 3.450899 0.3390 0.3918 0.0907
H -5.841569 4.264286 4.602462 -0.2586 -0.0029 0.2900
H -4.784999 5.507496 5.200833 0.0186 0.4923 -0.2359
H -7.620627 7.670942 4.393026 0.1210 0.2156 -0.0398
H -6.037101 7.749882 5.219903 0.4102 0.2358 -0.3100
H -8.284077 5.904931 5.713289 -0.3297 -0.2671 0.7444
H -7.874058 7.379029 6.696492 -0.2820 -0.1640 0.4092
H -4.897258 6.439610 7.388552 0.5614 0.4106 0.7333
H -5.853082 5.743160 8.759994 0.2457 0.3972 0.1897
H -6.266222 7.377639 8.049109 0.0454 0.0171 0.3482

=====

2.
87
Properties=species:S:1:pos:R:3:forces:R:3 method="wB97M-V/def2-TZVPD" multiplicity=1 total_energy_ev=-2880178.5547 homo_ha=-0.3713 relative_energy_ev=0.000
O -5.526988 1.544825 -1.792910 1.4354 -0.7443 0.1978
S -5.934224 0.882661 -0.571961 -2.0144 2.2362 -2.2782
O -7.284474 1.308940 -0.259970 0.1245 -0.9351 1.3744
Si -6.108728 -1.244194 -1.032179 -0.3951 -1.9798 0.3355
Br -4.263835 -2.231299 -1.759469 -0.2999 0.4479 0.2475
N -6.765957 -2.039011 0.401505 0.8295 0.1302 -1.3394
C -6.095471 -2.960194 0.824270 0.4944 0.1744 1.4732
S -5.156333 -3.957055 1.581794 -0.5333 -0.0651 -0.4654
C -4.843204 1.505591 0.815297 0.2458 1.0728 0.8183
F -5.667426 1.954834 1.769037 -0.2718 -0.6487 -0.0764
F -4.232318 2.615192 0.352280 0.2301 -0.4010 -0.4361
C -3.758423 0.611112 1.482199 0.7601 0.2954 1.3192
F -3.975555 -0.714338 1.424039 -0.4761 0.1145 -0.9009
F -3.776980 0.913366 2.800796 -0.0804 0.1246 -0.1208
C -2.259102 0.876400 1.087057 0.1531 -1.3135 0.3491
F -1.563578 -0.064357 1.780445 -0.1565 -0.0341 -0.0556
F -1.821378 2.034334 1.573342 -0.4187 0.4366 -0.5374
C -1.886988 0.638116 -0.417877 1.5010 0.7837 -0.5438
F -0.964865 1.553095 -0.795266 -0.3977 -1.0867 0.2596
F -1.305094 -0.548215 -0.555573 -0.5028 -0.1480 -0.0545
F -2.907357 0.745205 -1.255621 -0.2985 -0.1744 0.3499
H -7.131667 -1.370779 -2.071121 0.0855 0.5731 -0.0699
C 1.845137 0.435336 1.562694 -0.0517 0.0219 0.0607
Br 2.275117 -1.104508 0.483939 0.0046 0.0531 0.0412
Br 1.909428 0.027370 3.440713 0.0043 0.0065 -0.1107
Br 2.964306 1.942434 1.121774 -0.0253 -0.0739 0.0107
H 0.828152 0.714076 1.329109 0.0210 0.0095 -0.0203
C 5.971332 -0.434493 1.100992 0.0087 -0.0315 -0.0216
Br 6.348905 -1.945198 -0.028461 -0.0132 0.0430 0.0123
Br 6.155326 -0.883227 2.967322 0.0167 0.0424 -0.1038
Br 7.034675 1.100315 0.629439 -0.0362 -0.0843 0.0395
H 4.936421 -0.165813 0.938525 0.0318 0.0051 0.0131
C -4.883721 -3.028339 -6.063586 0.0074 -0.0017 0.0470
Br -3.001119 -3.435601 -6.055992 -0.0857 0.0147 0.0341
Br -5.909233 -4.382387 -5.152150 0.0543 0.0587 -0.0113
Br -5.231905 -1.276448 -5.345642 -0.0132 0.0072 -0.0656
H -5.206440 -3.022282 -7.094735 0.0008 -0.0055 0.0120
C -9.729783 -3.012921 3.148203 0.0304 0.0290 0.0348
Br -9.309840 -4.088441 4.689653 0.0073 0.0370 -0.0829
Br -8.708456 -1.379277 3.123188 -0.0764 -0.0843 0.0296
Br -9.534562 -4.012754 1.511568 -0.0088 0.0256 0.0794
H -10.771032 -2.735383 3.226696 0.0104 -0.0027 -0.0088
C 9.011428 -5.276804 -0.090658 0.0352 0.0014 0.0687
Br 7.464029 -5.618432 -1.193704 0.0205 0.0887 0.0482
Br 10.217273 -4.031704 -0.926610 -0.1373 -0.0906 -0.0739
Br 8.521106 -4.710507 1.681295 0.0734 -0.0140 -0.0706
H 9.540705 -6.213598 0.012377 -0.0252 -0.0047 -0.0268
C 3.081497 -0.171017 7.424808 0.0325 0.0194 0.0193
Br 4.226798 -1.070933 6.165033 -0.0535 0.0114 0.0772
Br 3.153734 1.741087 7.207454 -0.0239 -0.0943 -0.0241
Br 1.274184 -0.833094 7.331288 0.0707 0.0455 -0.0432
H 3.453864 -0.394886 8.414057 -0.0149 -0.0018 -0.0073
C -0.801856 5.329987 -1.820489 -0.0924 0.0388 -0.0104
Br -2.452222 5.634717 -2.762961 0.0638 0.0177 0.0647
Br 0.056867 6.980673 -1.303793 -0.0130 -0.0933 0.0149
Br -1.061827 4.156647 -0.319811 0.0601 1.1240 -0.0246
H -0.134564 4.829721 -2.507635 0.0263 0.0251 0.0260
C 5.171365 -7.992190 1.600578 0.0259 0.0944 -0.0466
Br 7.000823 -8.573190 1.432906 -0.0700 -0.0442 0.0519
Br 4.110809 -9.281220 2.566972 0.0552 0.0172 -0.0482
Br 5.039788 -6.232621 2.367003 -0.0301 -0.1201 -0.0158
H 4.764837 -7.932869 0.600721 0.0118 -0.0064 0.0063
C 5.334071 -12.258057 -0.115431 0.0197 0.0189 0.0186
Br 6.709562 -13.089603 0.947188 -0.0759 0.0578 -0.0852
Br 6.018063 -11.620416 -1.802495 -0.0322 -0.0386 0.1144
Br 3.820359 -13.424268 -0.357739 0.0757 0.0474 0.0026
H 4.985596 -11.394686 0.435360 0.0196 -0.0105 0.0075
C 13.243489 -3.739657 2.466005 -0.0401 0.0194 -0.0105
Br 13.898515 -4.765544 0.971247 -0.0468 0.0258 0.0605
Br 11.969268 -2.409200 1.909384 0.0908 -0.0004 0.1171
Br 12.524660 -4.875017 3.846962 0.0134 0.0327 -0.0795
H 14.089188 -3.217586 2.889495 -0.0011 -0.0188 -0.0042
C -9.141096 3.808349 -2.229359 0.0856 -0.0592 0.0468
Br -9.791531 5.023400 -0.883929 0.0160 -0.0486 -0.0822
Br -10.584358 2.923313 -3.150496 0.0583 0.0568 0.0353
Br -7.942954 4.682945 -3.459036 -0.0739 -0.0339 0.0511
H -8.570812 3.042853 -1.719151 -0.0037 0.0109 0.0021
C -0.715421 10.626998 -2.315005 -0.0837 0.0312 0.0099
Br -1.225879 11.877803 -0.942252 0.0228 -0.0406 -0.0836
Br -2.246669 9.820964 -3.153259 0.0641 0.0585 0.0252
Br 0.465062 11.431309 -3.608758 -0.0165 -0.0210 0.0222
H -0.163193 9.833171 -1.833192 0.0043 0.0058 -0.0214
C 0.245521 15.106144 -5.726857 -0.0187 -0.0068 0.0184
Br -1.246577 14.704106 -6.876434 0.0665 0.0302 0.0537
Br 1.451116 16.371823 -6.537738 -0.0661 -0.0472 0.0323
Br -0.334506 15.688835 -3.986420 0.0151 -0.0195 -0.0721
H 0.795796 14.186588 -5.587007 -0.0099 0.0068 0.0001